(i)
C6H11N in the gas phase. Source: OMol25; level of theory: wB97M-V/def2-TZVPD.

Its structure (SMILES) is C=C/C=C(\C)NC. The calculation puts the gap between HOMO and LUMO at 0.3070 Eh.

Each line ends with the Mulliken charge.
Positions of all 18 atoms, in Å:
C: 2.400 1.952 0.988  -0.77
C: 1.282 1.227 1.083  -0.34
C: 0.938 0.138 0.168  -0.79
C: -0.311 -0.149 -0.256  1.07
C: -1.515 0.477 0.398  -1.41
N: -0.562 -1.143 -1.175  -0.29
C: -1.632 -2.124 -1.106  -0.87
H: 2.757 2.465 1.872  0.25
H: 2.904 2.019 0.036  0.28
H: 0.555 1.411 1.871  0.30
H: 1.771 -0.370 -0.311  0.33
H: -2.394 0.385 -0.249  0.41
H: -1.753 -0.003 1.343  0.29
H: -1.408 1.555 0.482  0.44
H: 0.253 -1.426 -1.694  0.23
H: -1.461 -2.813 -0.269  0.28
H: -1.596 -2.635 -2.062  0.34
H: -2.598 -1.669 -0.918  0.25

(ii)
A molecular structure, C6H11N. Source: OMol25; level of theory: wB97M-V/def2-TZVPD.

The calculation puts the gap between HOMO and LUMO at 0.2920 Eh.

Each line ends with the Mulliken charge.
Positions of all 18 atoms, in Å:
C: 0.836 0.305 0.045  -0.24
C: -0.025 -0.317 0.945  -0.35
C: -0.330 -1.794 -1.683  -1.21
C: -0.467 -0.386 -1.214  0.58
C: 0.881 1.563 2.720  -0.26
C: -1.259 0.546 -1.727  -0.90
N: 1.282 0.418 2.390  -0.63
H: 0.780 1.383 -0.064  0.30
H: 1.765 -0.184 -0.220  0.22
H: 0.093 -1.376 1.141  0.25
H: -0.937 0.175 1.265  0.26
H: 0.721 -2.061 -1.823  0.28
H: -0.752 -2.495 -0.958  0.28
H: -0.852 -1.956 -2.634  0.39
H: 1.267 2.092 3.611  0.29
H: 0.066 2.121 2.189  0.16
H: -1.747 0.426 -2.693  0.30
H: -1.322 1.541 -1.291  0.25

(iii)
C6H11N in the gas phase. Source: OMol25; level of theory: wB97M-V/def2-TZVPD.

Its structure (SMILES) is CCC[C@@H](C)C#N. The calculation puts the gap between HOMO and LUMO at 0.4505 Eh.

Each line ends with the Mulliken charge.
Positions of all 18 atoms, in Å:
C: 1.783 -1.895 -0.578  -1.33
C: 1.076 -0.839 0.264  -0.37
C: -0.176 -0.250 -0.394  -0.79
C: -0.571 1.103 0.226  0.66
C: -1.896 1.662 -0.301  -1.53
C: -0.611 0.975 1.693  0.17
N: -0.624 0.833 2.842  -0.49
H: 2.686 -2.249 -0.069  0.36
H: 1.142 -2.764 -0.764  0.33
H: 2.087 -1.485 -1.548  0.33
H: 0.801 -1.259 1.238  0.34
H: 1.780 -0.023 0.478  0.32
H: -0.007 -0.087 -1.467  0.37
H: -1.019 -0.949 -0.311  0.30
H: 0.231 1.819 0.000  0.20
H: -1.854 1.758 -1.391  0.39
H: -2.729 1.001 -0.043  0.34
H: -2.100 2.650 0.124  0.39

(iv)
C6H11N in the gas phase. Source: OMol25; level of theory: wB97M-V/def2-TZVPD.

Its structure (SMILES) is C=C/C(=C\N)CC. The calculation puts the gap between HOMO and LUMO at 0.3377 Eh.

Each line ends with the Mulliken charge.
Positions of all 18 atoms, in Å:
C: -0.510 1.058 -1.888  -0.75
C: 0.511 0.747 -1.090  -0.28
C: 0.468 -0.175 0.067  0.55
C: 1.253 0.069 1.120  -0.31
N: 2.113 1.161 1.299  -0.48
C: -0.459 -1.354 0.004  -0.77
C: -1.928 -0.944 0.312  -1.10
H: -0.405 1.935 -2.515  0.27
H: -1.370 0.427 -2.057  0.20
H: 1.370 1.407 -1.108  0.22
H: 1.258 -0.677 1.914  0.30
H: 2.966 1.243 0.775  0.18
H: 2.122 1.616 2.193  0.20
H: -0.399 -1.802 -0.988  0.38
H: -0.150 -2.105 0.723  0.40
H: -2.541 -0.901 -0.579  0.34
H: -1.945 -0.001 0.847  0.31
H: -2.355 -1.703 0.970  0.34

Which one is most stable, and which one is least stable? (iii) is the most stable of them, while (ii) is the least stable.

(i)
C6H11N in the gas phase. Source: OMol25; level of theory: wB97M-V/def2-TZVPD.

Its structure (SMILES) is C=CNC/C=C/C. The calculation puts the gap between HOMO and LUMO at 0.3426 Eh.

Each line ends with the Mulliken charge.
Positions of all 18 atoms, in Å:
C: 1.533 2.332 2.140  -0.87
C: 0.994 1.545 1.207  0.03
N: 0.155 0.454 1.443  -0.35
C: -0.787 0.161 0.372  -0.66
C: -0.248 -0.820 -0.627  -0.23
C: -0.781 -1.079 -1.815  -0.19
C: -0.756 -2.408 -2.542  -1.06
H: 1.659 2.020 3.170  0.26
H: 2.138 3.172 1.838  0.26
H: 1.171 1.768 0.158  0.30
H: -0.216 0.559 2.374  0.26
H: -1.169 1.104 -0.044  0.39
H: -1.698 -0.312 0.740  0.33
H: 0.551 -1.455 -0.267  0.33
H: -1.550 -0.383 -2.155  0.27
H: -0.869 -3.156 -1.760  0.32
H: 0.206 -2.545 -3.033  0.27
H: -1.628 -2.501 -3.168  0.33

(ii)
2 unconnected molecules or ions with the total composition C6H11N. Source: OMol25; level of theory: wB97M-V/def2-TZVPD.

Its structure (SMILES) is C=C(CC)CC#N.[H][H]. The calculation puts the gap between HOMO and LUMO at 0.3892 Eh.

Each line ends with the Mulliken charge.
Positions of all 18 atoms, in Å:
C: -0.379 -1.048 1.107  -0.71
C: -0.044 0.024 0.399  -0.09
C: 0.253 0.085 -1.070  0.03
C: -0.321 -1.063 -1.880  -1.41
C: 0.105 1.358 1.093  -0.55
C: -1.248 1.838 0.789  0.23
N: -2.323 2.084 0.444  -0.45
H: -0.424 -0.992 2.194  0.30
H: -0.583 -2.007 0.650  0.22
H: -0.072 1.048 -1.489  0.35
H: 1.354 0.094 -1.130  0.27
H: 0.034 -2.023 -1.494  0.33
H: -0.015 -0.985 -2.926  0.38
H: -1.415 -1.056 -1.835  0.35
H: 0.860 2.027 0.655  0.30
H: 0.279 1.286 2.173  0.38
H: 2.277 -0.062 1.193  0.11
H: 1.809 -0.642 1.187  -0.05

(iii)
C6H11N in the gas phase. Source: OMol25; level of theory: wB97M-V/def2-TZVPD.

Its structure (SMILES) is C=C(C)N/C=C/C. The calculation puts the gap between HOMO and LUMO at 0.3023 Eh.

Each line ends with the Mulliken charge.
Positions of all 18 atoms, in Å:
C: -0.521 2.063 -0.967  -1.05
C: -0.369 0.714 -0.900  0.65
C: -1.509 -0.197 -1.293  -1.17
N: 0.941 0.149 -1.118  -0.26
C: 1.390 -0.490 -0.008  -0.13
C: 0.693 -0.172 1.142  -0.20
C: 0.581 -1.127 2.292  -1.32
H: 0.315 2.730 -0.793  0.31
H: -1.477 2.513 -1.206  0.28
H: -2.471 0.322 -1.269  0.38
H: -1.584 -1.047 -0.609  0.29
H: -1.377 -0.582 -2.308  0.28
H: 1.149 -0.254 -2.032  0.29
H: 1.977 -1.391 -0.160  0.35
H: 0.625 0.872 1.431  0.33
H: -0.308 -0.890 2.884  0.34
H: 1.445 -1.048 2.958  0.32
H: 0.502 -2.164 1.954  0.32

(iv)
A molecular structure, C6H11N. Source: OMol25; level of theory: wB97M-V/def2-TZVPD.

The calculation puts the gap between HOMO and LUMO (alpha / beta) at 0.2983 / 0.2983 Eh.

Each line ends with the Mulliken charge.
Positions of all 18 atoms, in Å:
C: -1.148 0.506 -1.808  -1.20
C: 0.214 0.569 -1.080  -0.56
C: 0.230 -0.146 0.295  1.09
C: 1.924 0.553 1.952  -0.80
C: -0.009 -1.661 0.172  -1.50
C: -0.751 0.453 1.187  -0.04
N: -1.549 0.933 1.874  -0.51
H: -1.435 -0.517 -2.075  0.30
H: -1.098 1.077 -2.745  0.38
H: -1.954 0.941 -1.206  0.34
H: 0.482 1.620 -0.940  0.32
H: 0.978 0.115 -1.723  0.40
H: 1.557 1.604 2.058  0.20
H: 1.415 0.060 2.815  0.20
H: 1.398 0.035 0.825  0.24
H: 0.081 -2.165 1.135  0.38
H: -1.027 -1.859 -0.201  0.39
H: 0.691 -2.117 -0.536  0.36

Which one is most stable, and which one is least stable? (i) is the most stable of them, while (iv) is the least stable.

(i)
C6H11N in the gas phase. Source: OMol25; level of theory: wB97M-V/def2-TZVPD.

Its structure (SMILES) is C=C/C=C/CNC. The calculation puts the gap between HOMO and LUMO at 0.3553 Eh.

Each line ends with the Mulliken charge.
Positions of all 18 atoms, in Å:
C: -2.902 1.722 1.990  -0.76
C: -1.608 1.551 1.744  -0.18
C: -1.059 0.897 0.543  -0.32
C: 0.190 0.427 0.416  -0.33
C: 0.548 -0.302 -0.881  -0.46
N: 1.829 -0.989 -0.659  -0.28
C: 2.121 -1.969 -1.648  -0.96
H: -3.691 1.329 1.363  0.28
H: -3.187 2.446 2.746  0.25
H: -0.819 2.018 2.328  0.27
H: -1.685 0.856 -0.347  0.31
H: 0.895 0.378 1.228  0.37
H: -0.140 -1.150 -0.945  0.31
H: 0.422 0.367 -1.735  0.32
H: 2.608 -0.387 -0.426  0.23
H: 1.549 -2.923 -1.483  0.28
H: 3.108 -2.427 -1.535  0.35
H: 1.821 -1.843 -2.699  0.32

(ii)
C6H11N in the gas phase. Source: OMol25; level of theory: wB97M-V/def2-TZVPD.

The calculation puts the gap between HOMO and LUMO at 0.3310 Eh.

Each line ends with the Mulliken charge.
Positions of all 18 atoms, in Å:
C: 1.878 0.561 0.370  -0.38
C: 0.725 0.008 -0.397  0.18
C: 1.119 -0.814 -1.696  -1.04
C: -0.722 -0.234 1.779  -1.79
C: -1.586 0.886 -0.451  -1.38
C: -0.629 -0.151 0.243  1.04
N: 2.145 -0.456 0.932  -0.47
H: 2.382 1.590 0.269  0.27
H: 1.044 -1.836 -1.249  0.31
H: 2.044 -0.324 -1.898  0.40
H: 0.244 -0.580 -2.402  0.25
H: -0.062 -1.032 1.869  0.54
H: -1.726 -0.526 2.130  0.39
H: -0.506 0.672 2.370  0.33
H: -0.942 1.425 -1.129  0.38
H: -2.094 1.543 0.180  0.44
H: -2.372 0.412 -0.988  0.31
H: -0.942 -1.144 0.068  0.23

(iii)
C6H11N in the gas phase. Source: OMol25; level of theory: wB97M-V/def2-TZVPD.

Its structure (SMILES) is C=CC(=C)CCN. The calculation puts the gap between HOMO and LUMO at 0.2589 Eh.

Each line ends with the Mulliken charge.
Positions of all 18 atoms, in Å:
C: -2.782 -0.224 0.628  -0.71
C: -1.495 0.153 0.589  -0.36
C: -0.359 -0.712 0.077  0.62
C: -0.548 -1.596 -0.975  -0.92
C: 1.057 -0.464 0.622  -0.69
C: 1.647 0.977 0.396  -0.44
N: 1.847 1.329 -1.014  -0.54
H: -3.377 -0.247 1.578  0.24
H: -3.332 -0.268 -0.358  0.25
H: -1.335 1.197 0.655  0.34
H: 0.261 -2.081 -1.559  0.26
H: -1.529 -1.960 -1.279  0.30
H: 1.768 -1.143 0.014  0.27
H: 1.090 -0.792 1.665  0.36
H: 2.693 0.660 0.787  0.28
H: 1.110 1.695 0.985  0.32
H: 0.980 1.312 -1.512  0.21
H: 2.302 2.164 -1.297  0.20

(iv)
C6H11N in the gas phase. Source: OMol25; level of theory: wB97M-V/def2-TZVPD.

Its structure (SMILES) is C=CC(N)=C(C)C. The calculation puts the gap between HOMO and LUMO at 0.2915 Eh.

Each line ends with the Mulliken charge.
Positions of all 18 atoms, in Å:
C: -2.271 0.926 -1.390  -0.53
C: -1.565 -0.076 -0.772  -0.64
C: -0.570 0.154 0.360  0.70
N: -0.790 1.250 1.241  -0.53
C: 0.710 -0.208 0.116  0.76
C: 1.789 -0.026 1.136  -1.69
C: 0.975 -1.394 -0.839  -1.63
H: -1.994 1.122 -2.426  0.22
H: -3.029 1.508 -0.869  0.27
H: -1.425 -1.052 -1.199  0.44
H: 0.064 1.783 1.243  0.25
H: -1.202 1.126 2.149  0.20
H: 2.592 -0.757 1.062  0.38
H: 1.456 -0.094 2.191  0.34
H: 2.278 0.967 1.132  0.36
H: 1.991 -1.787 -0.926  0.40
H: 0.428 -2.245 -0.382  0.35
H: 0.564 -1.195 -1.828  0.36

Which one is most stable, and which one is least stable? (i) is the most stable of them, while (iii) is the least stable.